# C12H17NO2

A structure of composition C12H17NO2 at a distorted geometry (wB97M-V/def2-TZVPD, the OMol25 dataset).

- Kohn-Sham gap (eV) = 9.7
- HOMO (eV) = -9.03
- energy relative to the best compared isomer or geometry (same formula, charge and spin) (kJ/mol) = 638.38
- DFT total energy (eV) = -18298.0804
- net charge = 0

Geometry (Å):
C  -0.2833  -1.6034  -0.2397
C  -1.3914  2.0572  -0.5030
C  -0.8593  -2.6699  -0.2743
C  -1.1754  2.9933  -1.2204
C  -2.8729  0.5303  0.3375
C  0.7742  0.2123  -1.5000
C  1.7855  -0.6686  0.5207
C  -0.3133  0.5197  0.7700
C  1.6646  1.3847  -1.5214
C  2.7651  0.5382  0.4254
C  0.4589  -0.3881  -0.1608
C  -3.1534  -0.5078  1.3770
N  -1.5891  0.9855  0.2570
O  -3.6459  0.7991  -0.5205
O  3.0154  1.0412  -0.9187
H  -1.5621  -3.4000  -0.1047
H  1.7858  -4.5361  0.7170
H  -1.0197  3.9034  -1.8750
H  1.5658  -3.7907  0.9488
H  -0.1841  0.6155  -2.1197
H  1.2440  -0.6604  -2.0190
H  2.2700  -1.4674  -0.0830
H  1.5560  -1.1206  1.4726
H  -0.5399  0.0364  1.7324
H  0.2557  1.4644  1.0594
H  1.9817  1.8656  -2.5194
H  1.2095  2.2421  -0.8486
H  2.3013  1.4248  0.9704
H  3.7635  0.2846  0.8996
H  -2.5239  -1.2937  1.4816
H  -4.1686  -0.9556  1.1943
H  -3.1144  0.1638  2.2643

Calculated atomic charges, method Löwdin, unit e: -0.089 -0.212 0.154 0.130 -0.511 -0.146 -0.119 -0.093 -0.168 -0.180 -0.503 0.019 -0.015 0.121 -0.170 0.020 0.039 0.078 0.008 0.175 0.146 0.129 0.117 0.144 0.151 0.152 0.124 0.119 0.138 0.016 0.116 0.111